(1)
DFT (ωB97M-V with the def2-TZVPD basis set) results for 12 unconnected molecules or ions with the total composition C25H78N18O12 at a distorted geometry.

ORCA input file:
```
! RIJCOSX wB97M-V def2-TZVPD def2/J DEFGRID3
* xyz -1 2
O 0.989 -9.020 6.282
O -0.359 -8.316 1.986
O 9.382 -5.179 5.251
O 6.723 -2.740 2.969
O 3.134 -5.157 -0.681
O 0.506 -10.701 -0.081
O -3.074 -5.756 -2.593
O 5.120 -0.338 -3.379
O 3.269 0.569 0.039
O -2.946 -3.456 -0.025
O 2.089 -3.726 4.103
O 2.531 -4.454 -4.513
N -1.295 -5.039 -1.556
N -1.040 -6.660 -2.925
N 3.798 -8.814 4.927
N -1.078 -0.938 0.299
N -0.729 -8.007 -0.167
N 3.616 -3.631 5.697
N 2.328 -9.588 0.549
N 4.072 -0.970 -5.262
N -1.350 -6.394 1.246
N 2.469 -11.647 -0.252
N 3.762 -5.287 2.408
N 1.585 -3.505 -2.718
N 0.781 -3.150 -4.672
N 7.618 -5.592 3.944
N 4.881 -2.528 -3.849
N 7.317 -4.815 5.872
N 3.791 2.142 2.567
N 2.186 -2.121 5.648
C -0.847 -7.615 1.092
C 4.717 1.294 1.895
C 4.367 -4.369 1.378
C 4.701 -1.270 -4.109
C -0.946 -2.213 0.987
C -0.149 -1.833 2.296
C 8.238 -5.258 5.046
C 1.730 -10.630 0.113
C 3.977 0.156 1.199
C 2.575 -0.508 -0.645
C 1.282 -8.274 5.168
C -1.863 -5.782 -2.416
C 2.177 -10.192 3.793
C 1.667 -3.788 -4.025
C 2.036 -6.049 -0.545
C 5.652 -5.002 0.726
C 2.501 -8.794 4.305
C 5.723 0.726 3.001
C 3.344 -4.082 0.267
C 7.810 -2.270 2.154
C -0.231 -8.709 6.966
C -2.338 -2.874 1.114
C -4.334 -3.626 0.033
C 8.679 -3.329 1.606
C 2.585 -3.186 5.069
H 3.759 -9.248 5.838
H -1.910 -4.376 -1.106
H 4.570 -3.395 1.822
H 0.752 -3.147 -5.681
H 7.338 -1.688 1.363
H 0.831 -2.926 -2.377
H -0.243 -2.782 0.379
H 1.980 -6.893 -1.232
H 3.329 -9.576 0.415
H -0.359 -0.985 -0.409
H 5.217 1.763 1.047
H -0.390 -9.147 7.952
H 3.029 -10.774 3.440
H 6.058 -4.203 0.105
H 7.519 -4.410 6.775
H 5.313 -5.952 0.311
H 2.550 -8.094 3.470
H 9.539 -2.918 1.077
H -1.064 -8.972 6.314
H 5.034 -2.572 -2.851
H 2.711 -1.868 6.473
H 3.893 -4.503 5.270
H 4.294 -3.274 -4.193
H -2.366 -3.632 1.897
H 2.246 -4.043 -2.177
H 8.173 -5.993 3.201
H 6.348 -4.625 5.661
H 2.083 -6.538 0.428
H 3.718 -0.042 -5.445
H 3.102 2.526 1.936
H 1.801 -0.814 0.060
H 1.904 -10.854 4.615
H -0.117 -2.580 3.089
H 4.756 -0.542 0.892
H -3.052 -2.162 1.527
H -0.173 -7.626 7.071
H 1.148 -5.418 -0.503
H -4.684 -3.986 -0.935
H 8.019 -3.959 1.009
H 2.471 -3.545 0.639
H 0.289 -2.480 -4.098
H 3.558 -6.159 1.941
H 6.145 1.551 3.576
H 2.043 -12.460 -0.673
H 2.824 -5.019 2.670
H 3.818 -3.340 6.643
H 3.459 -11.540 -0.087
H 6.282 -5.287 1.568
H 6.612 -5.586 3.856
H 7.102 -3.309 3.644
H -0.042 -6.708 -2.774
H -4.724 -4.466 0.607
H 1.330 -10.230 3.109
H 3.715 -3.267 -0.354
H 8.415 -1.544 2.697
H 1.934 -0.043 -1.394
H -0.286 -5.083 -1.519
H -1.123 -7.520 -0.959
H 4.352 2.973 2.689
H 6.726 0.452 2.672
H -0.109 -8.797 -0.272
H 4.045 -7.871 5.189
H 1.459 -1.650 5.128
H 0.906 -1.622 2.124
H 3.342 -0.359 1.921
H 1.486 -7.264 5.523
H 5.294 -0.003 3.687
H -4.960 -2.747 0.185
H 3.887 -1.799 -5.809
H 0.388 -8.379 4.553
H -1.378 -6.122 2.218
H -1.785 -5.848 0.516
H 3.277 -1.304 -0.894
H -1.950 -0.846 -0.203
H 9.045 -3.925 2.442
H 1.759 -8.950 1.086
H -0.553 -0.984 2.848
H -1.415 -7.312 -3.599
*
```

## Properties
- lowest unoccupied orbital energy (alpha / beta) (eV) = 1.591 / 1.546
- frontier orbital gap (alpha / beta) (eV) = 1.55 / 8.35
- ⟨S²⟩ = 0.75


(2)
DFT (ωB97M-V with the def2-TZVPD basis set) results for a molecular structure, C26H17BrF3MnN5O2 at a distorted geometry.

ORCA input file:
```
! RIJCOSX wB97M-V def2-TZVPD def2/J DEFGRID3
* xyz 1 5
Br 2.254 0.744 1.990
Mn -0.012 -0.214 0.125
F -1.237 -5.034 -1.727
F 0.136 -4.676 -0.135
F -2.021 -4.764 0.267
O -1.910 -2.363 -1.716
O -0.582 -2.088 0.106
N -1.622 0.146 1.316
N -3.304 -0.310 2.822
N -0.502 1.621 -0.421
N 2.276 1.371 -1.234
N -1.728 1.973 -0.070
C 3.544 -3.274 -0.023
C 3.846 -1.579 1.636
C -5.232 1.145 3.118
C -5.936 2.267 2.719
C -4.278 2.782 1.080
C 1.439 2.401 -1.682
C -2.137 -0.564 2.270
C 4.101 2.904 -1.476
C 2.527 -1.010 -0.371
C 4.196 -2.849 1.090
C 3.020 -0.722 0.974
C 3.360 3.691 -2.362
C -4.045 0.853 2.488
C -1.100 -4.305 -0.601
C -1.196 -2.813 -0.811
C 1.968 3.484 -2.451
C 1.232 -0.548 -2.396
C 2.734 -2.391 -0.802
C 1.971 -2.819 -1.930
C -3.520 1.691 1.509
C 1.897 -0.067 -1.260
C 0.090 2.468 -1.287
C -5.471 3.059 1.682
C 1.232 -1.913 -2.681
C -2.262 1.288 0.901
C 3.573 1.701 -0.974
H -3.639 -0.932 3.561
H 4.250 -1.331 2.663
H 3.839 4.510 -2.906
H 3.675 -4.285 -0.466
H -6.025 3.924 1.351
H 5.019 -3.439 1.592
H 1.233 4.031 -3.085
H 0.677 -2.264 -3.578
H -1.644 -1.482 2.595
H 2.033 -3.877 -2.236
H -0.551 3.239 -1.721
H -3.915 3.336 0.214
H -5.663 0.492 3.886
H -6.852 2.544 3.191
H 5.145 3.074 -1.210
H 4.254 0.995 -0.447
H 0.867 0.177 -3.081
*
```

## Properties
- lowest unoccupied orbital energy (alpha / beta) (eV) = -3.456 / -4.338
- frontier orbital gap (alpha / beta) (eV) = 5.92 / 6.45
- ⟨S²⟩ = 6.06


(3)
DFT (ωB97M-V with the def2-TZVPD basis set) results for a molecular structure, C26H17BrN6O6STb at a distorted geometry.

ORCA input file:
```
! RIJCOSX wB97M-V def2-TZVPD def2/J DEFGRID3
* xyz -1 7
Tb 0.958 0.213 0.202
Br -1.303 5.917 -3.941
S -1.607 -1.839 1.431
O 1.942 4.350 -0.820
O 1.758 2.423 0.335
O -1.010 1.380 0.608
O -0.390 1.173 -1.500
O 2.010 -1.483 -1.075
O 1.610 -2.097 -3.191
N -0.753 -1.596 -1.564
N -3.947 -3.101 -1.410
N 2.473 -5.021 9.043
N 2.289 0.987 -1.742
N -1.974 -2.153 -1.244
N -3.606 -2.865 -0.104
C -2.399 -2.279 0.053
C 1.731 -1.359 3.362
C 2.350 2.819 -3.242
C 2.192 -3.629 6.891
C 1.985 -1.291 -2.333
C -2.936 -2.668 -2.085
C -2.693 3.580 -0.165
C 1.897 -2.124 4.551
C 2.279 2.296 -1.961
C -1.227 3.787 -2.066
C 3.147 -2.237 5.175
C -1.644 3.096 -0.934
C 2.399 1.938 -4.313
C 3.293 -2.980 6.329
C 2.343 0.570 -4.077
C 2.295 0.138 -2.763
C 2.347 -4.398 8.083
C 0.942 -3.526 6.275
C -0.968 1.806 -0.571
C -3.341 4.748 -0.534
C -2.791 -2.686 -3.558
C -2.935 5.449 -1.661
C 1.557 -0.718 2.336
C 1.985 3.133 -0.702
C 0.799 -2.784 5.121
C -1.875 4.958 -2.406
H -4.233 -3.100 0.642
H -3.647 -3.191 -3.997
H -0.405 3.410 -2.655
H 2.327 3.893 -3.369
H 4.259 -3.067 6.808
H -1.873 -3.199 -3.846
H 2.303 -0.159 -4.874
H -3.436 6.359 -1.960
H -0.859 -0.904 -2.296
H 3.998 -1.734 4.738
H -0.164 -2.702 4.635
H -0.089 -2.303 -1.873
H -4.164 5.125 0.059
H -2.744 -1.668 -3.951
H -2.982 3.034 0.724
H 0.093 -4.035 6.713
H 2.433 2.313 -5.328
*
```

## Properties
- energy above the lowest of the compared OMol25 structures with the same formula, charge and spin (kcal per mole) = 59.7
- lowest unoccupied orbital energy (alpha / beta) (eV) = 2.224 / 2.227
- frontier orbital gap (alpha / beta) (eV) = 8.17 / 8.18
- ⟨S²⟩ = 12.04


(4)
DFT (ωB97M-V with the def2-TZVPD basis set) results for a molecular structure, C26H17Cl5N8OS4V at a distorted geometry.

ORCA input file:
```
! RIJCOSX wB97M-V def2-TZVPD def2/J DEFGRID3
* xyz -2 4
V 0.617 0.408 0.229
Cl -1.995 1.606 6.463
Cl 0.589 -1.570 1.742
Cl -0.412 -1.037 7.078
Cl -2.259 2.632 3.499
Cl 0.849 -2.647 4.682
S 1.752 -3.274 -0.778
S 2.516 -0.337 -0.976
S 2.092 1.730 1.768
S -3.090 -1.549 1.298
O -0.906 0.911 1.559
N 0.521 3.332 0.179
N 1.361 4.303 2.036
N -4.747 -1.461 -0.802
N 2.004 -4.170 -4.457
N -5.184 -3.117 0.562
N 2.838 0.022 -4.656
N -0.550 -0.111 -1.364
N 0.334 2.154 -0.538
C 2.319 -1.985 -3.099
C -2.165 5.468 -2.183
C -1.776 -0.512 -3.814
C -1.635 -1.572 -2.913
C -0.800 3.483 -2.297
C -1.272 0.707 5.163
C -0.128 -0.698 3.092
C -1.765 5.830 -3.467
C -0.720 0.937 -2.220
C -0.300 2.222 -1.700
C -4.350 -2.047 0.366
C -0.577 -0.466 5.444
C -0.401 3.853 -3.577
C -5.744 -2.247 -1.503
C 2.184 -1.914 -1.703
C 2.135 -3.216 -3.819
C -1.013 -1.324 -1.711
C -1.399 1.169 3.861
C -6.307 -3.105 -0.360
C -1.685 4.307 -1.600
C -0.883 5.020 -4.164
C -0.824 0.490 2.766
C -1.327 0.739 -3.471
C -0.008 -1.170 4.383
C 2.609 -0.845 -3.926
C 1.236 3.161 1.257
H -7.196 -2.642 0.079
H -2.853 6.098 -1.631
H -4.074 -0.877 -1.274
H -1.422 1.571 -4.153
H 0.307 3.227 -4.108
H -1.984 4.022 -0.599
H 0.586 4.938 1.925
H 1.612 4.104 2.989
H -6.562 -4.110 -0.693
H -1.957 -2.576 -3.148
H -0.554 5.295 -5.158
H -2.221 -0.677 -4.788
H -0.837 -2.115 -0.997
H -5.300 -2.869 -2.286
H -5.236 -3.491 1.493
H -6.509 -1.614 -1.952
H -2.135 6.745 -3.915
*
```

## Properties
- energy above the lowest of the compared OMol25 structures with the same formula, charge and spin (kcal per mole) = 44.2
- lowest unoccupied orbital energy (alpha / beta) (eV) = 3.595 / 3.594
- frontier orbital gap (alpha / beta) (eV) = 4.66 / 5.52
- ⟨S²⟩ = 3.79


(5)
DFT (ωB97M-V with the def2-TZVPD basis set) results for 2 unconnected molecules or ions with the total composition C26H17F3N2O3S at a distorted geometry.

ORCA input file:
```
! RIJCOSX wB97M-V def2-TZVPD def2/J DEFGRID3
* xyz 0 1
S 1.526 -1.489 -1.964
F 3.140 0.307 -3.062
F 1.084 0.341 -3.835
F 2.424 -1.341 -4.364
O 3.009 -0.343 0.512
O -1.170 0.025 -1.509
O 0.352 1.749 5.751
N 1.097 -0.227 -0.879
N -1.410 -0.533 5.797
C 4.280 -0.912 6.263
C -6.331 0.568 6.356
C -1.196 1.918 0.995
C 5.022 0.259 6.480
C -3.426 -1.775 6.180
C 0.330 2.458 2.809
C -0.076 -0.544 5.387
C -3.499 0.658 6.196
C -5.659 1.801 6.338
C -0.923 2.595 2.194
C 2.263 0.399 5.926
C 1.899 0.087 0.257
C 2.904 -0.843 6.004
C -5.607 -0.616 6.361
C -2.086 -1.742 5.917
C -0.188 1.142 0.437
C 0.778 0.559 5.677
C -2.111 0.630 6.026
C 3.012 1.573 6.152
C 4.377 1.504 6.432
C -4.201 -0.598 6.255
C -0.235 0.283 -0.776
C -4.273 1.850 6.302
C 1.322 1.644 2.253
C 2.066 -0.476 -3.365
C 1.047 1.014 1.045
H -1.455 -2.611 5.741
H -7.418 0.545 6.411
H -1.667 3.232 2.678
H -6.246 2.717 6.377
H -3.918 -2.740 6.278
H 0.307 -1.519 5.067
H 2.507 2.541 6.139
H -2.153 1.993 0.488
H 0.507 2.983 3.745
H 2.299 -1.745 5.892
H 4.911 2.437 6.630
H 4.779 -1.882 6.314
H -1.546 1.552 5.922
H 2.288 1.499 2.724
H -3.738 2.793 6.359
H -6.116 -1.580 6.467
H 6.101 0.219 6.665
*
```

## Properties
- energy above the lowest of the compared OMol25 structures with the same formula, charge and spin (kcal per mole) = 3.2
- lowest unoccupied orbital energy (eV) = -0.744
- frontier orbital gap (eV) = 6.67


(6)
DFT (ωB97M-V with the def2-TZVPD basis set) results for a molecular structure, C26H17IrN5O4.

ORCA input file:
```
! RIJCOSX wB97M-V def2-TZVPD def2/J DEFGRID3
* xyz 1 1
Ir 0.091 1.249 -0.171
O 0.417 0.227 1.543
O 0.039 2.709 -1.461
O -3.460 -4.743 -0.803
O -5.391 -3.847 -0.512
N 2.048 1.116 -0.203
N -4.188 -3.792 -0.610
N 2.595 0.279 0.766
N -0.381 -0.581 -0.726
N -1.973 1.327 0.055
C 1.681 -0.121 1.605
C 2.061 -1.057 2.687
C 2.835 1.686 -1.053
C -4.699 0.971 0.466
C -3.555 -2.450 -0.474
C -2.143 -2.247 -0.730
C -3.898 -0.123 0.092
C 0.104 -2.796 -1.390
C -1.192 -3.190 -1.178
C 1.814 4.521 -4.009
C 0.495 -1.481 -1.148
C 2.745 -2.823 4.716
C 1.455 -2.317 4.645
C -2.544 0.109 -0.103
C 3.357 -1.563 2.763
C 3.694 -2.444 3.776
C -2.739 2.348 0.392
C 0.815 4.053 -3.190
C 2.402 2.608 -2.064
C 3.126 4.050 -3.879
C 1.080 3.085 -2.211
C 3.406 3.116 -2.918
C 1.110 -1.437 3.632
C -1.678 -0.945 -0.521
C -4.384 -1.455 -0.098
C -4.116 2.204 0.607
H 0.110 -1.032 3.572
H -1.484 -4.211 -1.353
H 3.894 1.463 -0.955
H 4.091 -1.256 2.032
H 3.907 4.425 -4.525
H -5.760 0.833 0.630
H 4.418 2.753 -2.792
H 3.013 -3.511 5.508
H -2.247 3.306 0.492
H 1.511 -1.147 -1.290
H -0.201 4.411 -3.279
H 0.843 -3.503 -1.737
H 0.718 -2.605 5.383
H -5.430 -1.677 0.063
H 1.582 5.265 -4.760
H 4.701 -2.835 3.836
H -4.698 3.072 0.882
*
```

## Properties
- lowest unoccupied orbital energy (eV) = -4.391
- frontier orbital gap (eV) = 6.61


(7)
DFT (ωB97M-V with the def2-TZVPD basis set) results for a molecular structure, C26H17NO6PRu at a distorted geometry.

ORCA input file:
```
! RIJCOSX wB97M-V def2-TZVPD def2/J DEFGRID3
* xyz 0 2
Ru -1.197 0.037 1.152
P 0.565 0.608 -0.086
O 1.028 -1.967 0.012
O -3.788 -5.342 -1.032
O 0.900 -3.798 -1.274
O -3.153 0.211 0.965
O -1.785 2.306 2.445
O -5.081 -0.897 0.878
N -1.770 -1.954 0.207
C -3.883 -0.858 0.748
C 3.518 -0.537 -2.626
C 1.551 1.530 2.365
C 1.488 0.117 -1.540
C 0.951 4.579 -1.147
C 1.138 0.347 4.422
C 1.568 1.495 3.729
C 1.135 0.392 1.614
C -3.112 -2.062 0.262
C 1.550 -0.069 -3.932
C 0.849 0.222 -2.770
C 0.418 2.406 -0.298
C -0.041 5.140 -0.350
C -0.573 2.975 0.495
C 0.440 -2.940 -0.524
C -3.107 -4.244 -0.650
C 1.194 3.211 -1.122
C -3.819 -3.171 -0.130
C -1.733 -4.128 -0.769
C -1.093 -2.980 -0.336
C -0.803 4.341 0.491
C 0.751 -0.774 2.314
C 2.822 -0.266 -1.461
C 0.750 -0.764 3.728
C -1.266 2.014 1.400
C 2.883 -0.443 -3.858
H 1.911 2.359 4.283
H 0.649 -1.699 1.763
H 1.865 2.425 1.846
H -0.219 6.207 -0.387
H -0.192 0.520 -2.825
H 1.971 2.778 -1.739
H 1.140 0.341 5.504
H 3.294 -0.384 -0.496
H 3.429 -0.672 -4.764
H -4.896 -3.173 -0.041
H 1.053 -0.005 -4.890
H -1.110 -4.899 -1.205
H 4.553 -0.845 -2.572
H -1.570 4.758 1.130
H 1.541 5.214 -1.795
H -3.175 -5.997 -1.384
H 0.462 -1.666 4.251
*
```

## Properties
- energy above the lowest of the compared OMol25 structures with the same formula, charge and spin (kcal per mole) = 4.7
- lowest unoccupied orbital energy (alpha / beta) (eV) = -1.221 / -1.405
- frontier orbital gap (alpha / beta) (eV) = 7.50 / 7.47
- ⟨S²⟩ = 0.76